Molecular formula: C25H34N5O2Rh
Method: DFT, ωB97M-V/def2-TZVPD

Calculated values
Frontier orbital gap   5.473 eV
Net charge   +2
Largest force on an atom   2.59 eV/A
Molecular weight   539.49 g mol⁻¹
E_tot   -41017.699 eV
Relative energy (zero: lowest compared OMol25 entry of this formula, charge and spin)   0.0 kcal/mol

CARTESIAN COORDINATES (ANGSTROEM)
Rh (-0.02, 1.50, 0.03)
C (-1.64, 0.86, 3.92)
C (-1.34, 1.01, 2.47)
N (-0.17, 1.24, 2.01)
C (1.04, 1.25, 2.83)
C (2.24, 1.05, 1.90)
N (2.08, 1.85, 0.66)
C (2.43, 3.26, 0.84)
C (2.04, 4.01, -0.40)
N (0.60, 3.82, -0.63)
C (0.19, 3.99, -2.05)
C (0.15, 2.62, -2.72)
N (-0.70, 1.81, -1.89)
C (-1.94, 1.60, -2.11)
C (-2.64, 1.77, -3.41)
C (-2.68, 1.16, -0.90)
C (-3.99, 0.72, -0.81)
C (-4.49, 0.38, 0.43)
C (-3.69, 0.48, 1.56)
C (-2.39, 0.92, 1.42)
N (-1.94, 1.28, 0.21)
H (-1.00, 1.50, 4.52)
H (-1.47, -0.18, 4.23)
H (-2.68, 1.10, 4.13)
H (1.02, 0.43, 3.55)
H (1.11, 2.19, 3.38)
H (2.31, 0.01, 1.60)
H (3.16, 1.32, 2.42)
H (2.65, 1.44, -0.07)
H (3.50, 3.38, 1.05)
H (1.87, 3.65, 1.70)
H (2.59, 3.62, -1.26)
H (2.29, 5.07, -0.28)
H (0.07, 4.44, -0.03)
H (0.88, 4.63, -2.59)
H (-0.80, 4.45, -2.08)
H (1.15, 2.18, -2.75)
H (-0.21, 2.73, -3.75)
H (-1.95, 1.87, -4.23)
H (-3.29, 2.65, -3.39)
H (-3.28, 0.90, -3.60)
H (-4.59, 0.63, -1.70)
H (-5.51, 0.01, 0.53)
H (-4.07, 0.18, 2.53)
C (1.05, -6.81, 0.39)
C (1.04, -5.35, 0.01)
C (-0.09, -4.77, -0.56)
C (-0.12, -3.42, -0.87)
C (-1.35, -2.81, -1.49)
C (0.99, -2.63, -0.54)
C (2.19, -3.21, -0.11)
C (3.45, -2.42, 0.09)
C (2.17, -4.57, 0.20)
C (0.80, -1.14, -0.46)
O (1.59, -0.35, -1.00)
O (-0.22, -0.75, 0.25)
H (0.05, -7.23, 0.37)
H (1.49, -6.95, 1.37)
H (1.67, -7.38, -0.31)
H (-0.96, -5.38, -0.76)
H (-2.01, -3.58, -1.89)
H (-1.09, -2.11, -2.29)
H (-1.91, -2.25, -0.73)
H (3.30, -1.60, 0.79)
H (3.78, -1.99, -0.85)
H (4.24, -3.06, 0.48)
H (3.06, -5.02, 0.62)

Computed Mulliken charges, given in elementary charges:
1 Rh -0.34
2 C -1.89
3 C 0.79
4 N 0.47
5 C -1.11
6 C -0.15
7 N 0.08
8 C -0.74
9 C -0.83
10 N 0.03
11 C -0.82
12 C -0.77
13 N 0.48
14 C 0.61
15 C -1.98
16 C 0.80
17 C -0.67
18 C -0.90
19 C -0.69
20 C 0.78
21 N 0.11
22 H 0.48
23 H 0.37
24 H 0.54
25 H 0.61
26 H 0.37
27 H -0.55
28 H 0.53
29 H 0.37
30 H 0.38
31 H 0.35
32 H 0.43
33 H 0.44
34 H 0.19
35 H 0.44
36 H 0.38
37 H 0.32
38 H 0.35
39 H 0.45
40 H 0.36
41 H 0.51
42 H 0.45
43 H 0.46
44 H 0.47
45 C -1.47
46 C 0.44
47 C -0.99
48 C 0.52
49 C -1.37
50 C 0.54
51 C 0.82
52 C -1.14
53 C -0.92
54 C 0.97
55 O -0.53
56 O -0.40
57 H 0.37
58 H 0.37
59 H 0.32
60 H 0.36
61 H 0.48
62 H 0.28
63 H 0.16
64 H 0.12
65 H 0.27
66 H 0.43
67 H 0.38

***

Molecular formula: C6H12O
Method: DFT, ωB97M-V/def2-TZVPD

Calculated values
Frontier orbital gap   11.136 eV
SMILES string   CC(C)[C@H]1O[C@H]1C
Largest force on an atom   0.29 eV/A
Molecular weight   100.16 g mol⁻¹
E_tot   -8463.201 eV
Relative energy (zero: lowest compared OMol25 entry of this formula, charge and spin)   26.6 kcal/mol

CARTESIAN COORDINATES (ANGSTROEM)
C (0.35, 2.17, 0.44)
C (0.39, 0.72, -0.06)
C (1.81, 0.16, -0.06)
C (-0.50, -0.13, 0.81)
O (-1.90, -0.07, 0.58)
C (-1.24, -1.31, 0.33)
C (-1.19, -1.82, -1.09)
H (0.97, 2.82, -0.19)
H (-0.67, 2.55, 0.45)
H (0.74, 2.22, 1.46)
H (-0.01, 0.69, -1.08)
H (2.21, 0.11, 0.96)
H (2.48, 0.79, -0.65)
H (1.85, -0.86, -0.47)
H (-0.24, -0.10, 1.87)
H (-1.47, -2.07, 1.08)
H (-1.83, -1.20, -1.73)
H (-1.58, -2.84, -1.14)
H (-0.18, -1.83, -1.51)

Computed Mulliken charges, given in elementary charges:
1 C -1.58
2 C 0.67
3 C -1.42
4 C -0.18
5 O -0.50
6 C 0.09
7 C -1.29
8 H 0.40
9 H 0.36
10 H 0.35
11 H 0.24
12 H 0.34
13 H 0.40
14 H 0.31
15 H 0.45
16 H 0.45
17 H 0.32
18 H 0.36
19 H 0.24

***

Molecular formula: C25H63Be2Cl3N6NaO8
Method: DFT, ωB97M-V/def2-TZVPD

Calculated values
Frontier orbital gap   4.606 eV
Net charge   +3
Largest force on an atom   9.85 eV/A
Molecular weight   723.19 g mol⁻¹
E_tot   -95001.092 eV

CARTESIAN COORDINATES (ANGSTROEM)
Na (2.10, 25.93, 21.99)
Be (7.08, 26.79, 22.04)
Be (4.43, 26.64, 23.98)
O (2.60, 27.40, 22.77)
C (3.30, 28.60, 22.50)
C (4.85, 28.46, 22.09)
O (5.85, 27.77, 22.81)
H (3.38, 29.16, 23.44)
H (2.73, 29.19, 21.79)
H (5.11, 29.52, 22.09)
H (4.91, 28.21, 21.03)
C (6.19, 32.41, 22.67)
Cl (5.61, 33.84, 21.76)
Cl (7.95, 32.05, 22.45)
Cl (5.33, 30.94, 22.08)
H (5.93, 32.60, 23.71)
C (1.56, 25.72, 24.97)
C (2.17, 26.93, 25.80)
C (3.29, 26.56, 26.86)
O (4.46, 26.14, 26.12)
C (5.22, 25.35, 27.07)
N (2.85, 27.83, 24.86)
H (1.06, 26.13, 24.10)
H (0.80, 25.18, 25.54)
H (2.19, 24.84, 24.80)
H (1.35, 27.51, 26.23)
H (2.73, 25.86, 27.48)
H (3.58, 27.43, 27.45)
H (4.80, 24.37, 27.29)
H (5.31, 25.84, 28.03)
H (6.20, 25.14, 26.63)
H (2.79, 28.74, 25.29)
H (2.25, 27.84, 24.05)
C (11.06, 27.15, 21.38)
C (9.59, 27.11, 21.87)
C (9.05, 28.53, 22.24)
O (7.70, 28.54, 22.68)
C (7.39, 29.71, 23.41)
N (8.81, 26.51, 20.80)
H (11.82, 27.19, 22.16)
H (11.39, 27.96, 20.74)
H (11.33, 26.28, 20.79)
H (9.34, 26.49, 22.74)
H (9.00, 29.06, 21.28)
H (9.76, 28.95, 22.95)
H (6.42, 29.54, 23.88)
H (7.26, 30.61, 22.82)
H (7.99, 30.09, 24.24)
H (9.13, 26.85, 19.91)
H (8.96, 25.54, 20.55)
C (4.58, 25.95, 20.10)
C (6.03, 25.65, 19.64)
C (6.92, 26.93, 19.28)
O (7.11, 27.88, 20.33)
C (6.90, 29.22, 19.91)
N (6.78, 24.93, 20.65)
H (3.89, 25.12, 19.97)
H (4.05, 26.61, 19.41)
H (4.53, 26.37, 21.10)
H (6.18, 25.03, 18.75)
H (6.33, 27.31, 18.44)
H (7.91, 26.77, 18.86)
H (7.35, 29.59, 18.99)
H (7.24, 29.88, 20.71)
H (5.84, 29.44, 19.81)
H (6.30, 24.19, 21.14)
H (7.65, 24.51, 20.35)
C (4.17, 30.60, 24.83)
C (5.62, 30.10, 24.77)
C (6.36, 30.67, 26.03)
O (6.59, 32.14, 26.08)
C (7.48, 32.57, 27.14)
N (5.51, 28.65, 24.76)
H (3.77, 30.32, 25.80)
H (3.56, 30.14, 24.05)
H (3.93, 31.67, 24.81)
H (6.02, 30.51, 23.84)
H (7.34, 30.23, 25.85)
H (6.04, 30.21, 26.96)
H (6.75, 32.82, 27.91)
H (8.12, 33.42, 26.87)
H (8.19, 31.81, 27.48)
H (6.23, 28.15, 25.26)
H (5.37, 28.28, 23.82)
C (0.51, 28.83, 24.28)
O (-0.05, 28.38, 25.26)
N (0.09, 29.80, 23.46)
C (1.03, 30.09, 22.35)
C (-1.11, 30.67, 23.63)
H (1.50, 28.46, 23.96)
H (1.60, 30.94, 22.71)
H (0.68, 30.17, 21.32)
H (1.70, 29.25, 22.18)
H (-1.58, 30.43, 24.58)
H (-0.79, 31.72, 23.64)
H (-1.74, 30.41, 22.78)
C (4.20, 31.76, 20.15)
O (5.08, 32.57, 20.13)
N (2.92, 31.91, 19.99)
C (2.00, 30.71, 20.07)
C (2.17, 33.15, 19.70)
H (4.49, 30.69, 20.13)
H (2.14, 30.17, 19.13)
H (1.02, 31.02, 20.42)
H (2.29, 29.96, 20.81)
H (2.90, 33.94, 19.88)
H (1.75, 33.20, 18.70)
H (1.51, 33.18, 20.56)

Mulliken population analysis, charges in e, atoms 1 to 99:
1 Na 0.87
2 Be -0.55
3 Be 0.31
4 O -1.22
5 C 0.76
6 C 0.59
7 O -0.06
8 H -0.61
9 H -0.53
10 H -1.07
11 H 1.40
12 C 0.56
13 Cl -0.07
14 Cl -0.08
15 Cl 0.61
16 H 0.11
17 C -1.39
18 C -0.01
19 C -1.00
20 O 0.04
21 C -0.96
22 N -0.04
23 H 0.24
24 H 0.47
25 H 0.29
26 H 0.77
27 H 0.55
28 H 0.56
29 H 0.35
30 H 0.35
31 H 0.25
32 H 0.24
33 H -1.04
34 C -1.65
35 C 0.09
36 C -0.60
37 O -0.06
38 C -0.37
39 N -0.78
40 H 0.43
41 H 0.41
42 H 0.45
43 H 0.38
44 H 0.12
45 H 0.73
46 H -0.89
47 H 0.34
48 H 0.67
49 H 0.34
50 H 0.24
51 C -0.95
52 C -0.17
53 C -1.10
54 O 0.53
55 C -0.61
56 N -0.42
57 H 0.70
58 H 0.55
59 H -0.47
60 H 0.52
61 H 0.46
62 H 0.78
63 H 0.60
64 H -0.08
65 H 0.51
66 H 0.22
67 H 0.25
68 C -1.20
69 C 1.29
70 C -1.35
71 O -0.31
72 C -0.84
73 N 0.52
74 H 0.51
75 H 0.39
76 H 0.63
77 H -0.84
78 H 0.49
79 H 0.46
80 H 0.32
81 H 0.30
82 H 0.33
83 H 0.40
84 H -0.85
85 C 0.60
86 O -0.70
87 N -0.02
88 C -2.01
89 C -1.04
90 H 0.59
91 H 0.54
92 H 1.16
93 H 0.61
94 H 0.39
95 H 0.31
96 H 0.35
97 C 0.41
98 O -0.69
99 N 0.13

***

Molecular formula: H9O4
Method: DFT, ωB97M-V/def2-TZVPD

Calculated values
Frontier orbital gap (spin up / spin down)   14.217 / 3.127 eV
⟨S²⟩   0.756
Net charge   +2
Largest force on an atom   1.86 eV/A
Molecular weight   73.07 g mol⁻¹
Multiplicity   2
E_tot   -8313.007 eV
Relative energy (zero: lowest compared OMol25 entry of this formula, charge and spin)   37.4 kcal/mol

CARTESIAN COORDINATES (ANGSTROEM)
O (-1.17, -0.01, -2.46)
H (-0.65, -0.17, -3.28)
H (-1.92, 0.61, -2.62)
O (1.87, -1.70, 0.45)
H (1.97, -2.60, 0.08)
H (2.75, -1.41, 0.76)
O (-0.97, 1.48, 2.02)
H (-0.73, 2.44, 2.05)
H (-1.11, 1.32, 2.98)
O (0.02, 0.00, -0.01)
H (0.81, -0.58, 0.21)
H (-0.40, 0.58, 0.70)
H (-0.47, 0.02, -0.89)

Computed Mulliken charges, given in elementary charges:
1 O -0.43
2 H 0.42
3 H 0.42
4 O -0.58
5 H 0.37
6 H 0.38
7 O -0.48
8 H 0.41
9 H 0.41
10 O -0.32
11 H 0.48
12 H 0.45
13 H 0.46

***

Look up the E_tot of the second one. -8463.201 eV